Arrangement A

ORCA calculation (the ωB97M-V functional and the def2-TZVPD basis) on 2 unconnected molecules or ions with the total composition C9H14.

Element x y z (Å)
1 C 1.2769 -1.2471 -0.5621
2 C 0.3360 -2.1823 -0.2174
3 C 1.4614 -0.1183 0.2698
4 C 0.7056 0.0383 1.3987
5 C -0.3370 -2.1071 1.0025
6 C -0.2541 2.5080 -1.0294
7 C -0.3738 3.6332 -2.0829
8 C -0.1517 -0.9911 1.8055
9 C -1.1299 -3.2823 1.4542
10 H 0.2906 1.6403 -1.4018
11 H 0.5639 0.9505 1.9590
12 H 0.3271 2.8407 -0.1744
13 H -1.8638 -3.6954 0.7683
14 H 0.1839 -3.0894 -0.7893
15 H -1.2682 2.3341 -0.6798
16 H 1.8505 -1.2276 -1.4795
17 H -0.6492 -0.9702 2.7606
18 H -1.6590 -3.2141 2.4066
19 H -0.9726 3.2649 -2.9065
20 H 0.6005 3.8834 -2.5158
21 H 2.2052 0.6109 0.0044
22 H -0.6566 4.5670 -1.6074
23 H -0.4859 -4.1464 1.6167

Values from the calculation:
Gap between HOMO and LUMO   10.0 eV
HOMO   -8.97 eV
SMILES   Cc1ccccc1.CC
LUMO energy   1.025 eV

---

Arrangement B

ORCA calculation (the ωB97M-V functional and the def2-TZVPD basis) on 2 unconnected molecules or ions with the total composition C9H14.

Element x y z (Å)
1 C 2.4399 1.1718 0.3368
2 C 1.3943 2.0138 0.6587
3 C 0.1727 1.1122 -1.2465
4 C -1.6967 -0.9843 2.0699
5 C 0.8919 -0.9757 -2.3897
6 C 1.1903 0.1481 -1.4001
7 C -2.9969 -1.2932 1.2950
8 C 2.3545 0.1929 -0.6436
9 C 0.3474 2.0580 -0.2595
10 H 0.8390 -1.9676 -1.9366
11 H -2.8191 -2.1351 0.6122
12 H 1.4101 2.6293 1.5461
13 H -1.0127 -0.2728 1.6061
14 H 1.8688 -0.9785 -2.8791
15 H -2.0251 -0.9556 3.0906
16 H -0.3579 2.8206 0.0796
17 H 3.1479 -0.5120 -0.8306
18 H 0.1027 -0.8501 -3.1180
19 H -3.3129 -0.5338 0.5777
20 H -0.8884 -1.6956 1.7719
21 H -3.7354 -1.4747 2.0564
22 H 3.3912 1.2743 0.8670
23 H -0.7056 1.2081 -1.8641

Values from the calculation:
Gap between HOMO and LUMO   9.9 eV
HOMO   -8.98 eV
SMILES   Cc1ccccc1.CC
LUMO energy   0.961 eV

---

Question: which arrangement is favored energetically? Ranking from most to least stable: arrangement A, arrangement B.